{
  "formula": "C35H48N8O3OsPS8Te",
  "method": "the ωB97M-V functional and the def2-TZVPD basis",
  "total_energy_ev": -160864.16449,
  "de_lowest_kcal_mol": 79.9,
  "charge": 1,
  "gap_ev": 5.97,
  "largest_force_ev_per_a": 0.90,
  "species": ["Os", "S", "C", "S", "C", "C", "S", "S", "S", "Te", "C", "C", "C", "C", "C", "C", "C", "C", "C", "C", "C", "C", "H", "H", "H", "H", "H", "H", "H", "H", "H", "H", "C", "N", "C", "P", "O", "N", "C", "C", "N", "C", "C", "H", "H", "H", "H", "H", "H", "H", "H", "H", "H", "H", "H", "H", "H", "H", "H", "H", "H", "C", "C", "N", "C", "S", "N", "C", "C", "H", "H", "H", "H", "H", "H", "H", "H", "H", "H", "H", "H", "N", "C", "C", "C", "C", "C", "C", "S", "O", "O", "N", "C", "S", "C", "C", "N", "H", "H", "H", "H", "H", "H", "H", "H"],
  "xyz": [[-0.311170, 0.559200, 0.217882], [3.166782, 2.912243, -2.687590], [2.047625, 1.855881, -2.162545], [0.372198, 2.100336, -2.599543], [-0.776190, 1.068058, -1.666781], [1.288745, -0.020362, -0.416844], [0.894143, -1.647711, 0.149179], [2.623985, 0.352588, -1.417857], [-2.222288, 0.970875, -2.422163], [-0.589810, -2.558032, -1.577830], [0.631512, -4.052200, -2.394249], [0.009652, -5.106291, -3.049359], [0.797177, -6.077836, -3.646344], [2.182131, -5.985196, -3.586861], [2.788118, -4.925231, -2.930835], [2.011033, -3.945660, -2.326545], [-1.407593, -3.788037, -0.070832], [-2.572988, -3.345190, 0.540829], [-3.117580, -4.098575, 1.572629], [-2.504730, -5.275743, 1.972049], [-1.336411, -5.709269, 1.353918], [-0.777062, -4.965034, 0.327921], [-1.070713, -5.179894, -3.099825], [0.329830, -6.906054, -4.161694], [2.791541, -6.744182, -4.058849], [3.866801, -4.853582, -2.891055], [2.481273, -3.108952, -1.824797], [-3.041758, -2.409162, 0.261128], [-4.017570, -3.751787, 2.062918], [-2.935877, -5.861855, 2.773277], [-0.860731, -6.627887, 1.671277], [0.130026, -5.302773, -0.157417], [2.430717, 1.005876, 5.239465], [1.853344, 0.674487, 3.945765], [2.851270, 0.427737, 2.910707], [0.330796, 0.071054, 3.743860], [-0.053834, 0.230111, 2.304590], [0.239919, -1.539133, 4.078336], [0.850585, -2.102133, 5.270454], [-0.757949, -2.387974, 3.443553], [-0.550793, 0.874051, 4.857538], [-0.594960, 2.330607, 4.844085], [-1.568171, 0.259842, 5.699806], [3.008517, 1.928603, 5.153060], [3.105425, 0.219269, 5.594621], [1.646745, 1.155740, 5.978244], [3.600673, 1.220120, 2.942902], [2.385694, 0.447106, 1.929335], [3.362362, -0.531186, 3.054197], [1.503334, -1.377066, 5.752508], [1.448318, -2.980085, 5.012405], [0.091670, -2.409272, 5.997723], [-1.268510, -1.846686, 2.650095], [-1.509223, -2.706901, 4.175134], [-0.288328, -3.283760, 3.026668], [0.103702, 2.727426, 4.107538], [-0.329157, 2.732043, 5.826488], [-1.601787, 2.662820, 4.584919], [-1.608040, -0.813923, 5.535408], [-2.547401, 0.672297, 5.457490], [-1.342062, 0.446491, 6.753314], [-2.277562, 0.609132, -7.553788], [-2.277706, 0.650291, -6.029938], [-1.467567, -0.395726, -5.424267], [-0.143633, -0.350667, -5.231291], [0.630580, -1.603738, -4.369409], [0.529182, 0.674763, -5.752918], [1.968267, 0.878931, -5.632697], [2.743385, 0.230140, -6.767526], [-2.885770, 1.421924, -7.950710], [-2.689422, -0.334366, -7.910626], [-1.272582, 0.705228, -7.966438], [-3.291104, 0.518403, -5.652684], [-1.947847, 1.620728, -5.646199], [-1.927109, -1.165776, -4.971738], [0.011828, 1.372920, -6.261353], [2.279120, 0.468602, -4.673938], [2.135574, 1.956097, -5.604407], [2.577441, -0.846931, -6.768793], [3.810580, 0.416155, -6.645370], [2.436888, 0.632795, -7.734030], [-8.505973, 3.163331, -0.057062], [-7.316228, 2.649473, 0.406972], [-6.933500, 2.830747, 1.739208], [-5.761931, 2.271801, 2.213826], [-4.962315, 1.522466, 1.364867], [-5.325295, 1.337120, 0.033294], [-6.491742, 1.895232, -0.440799], [-3.479997, 0.795314, 1.946821], [-3.279836, 1.254263, 3.302850], [-3.502095, -0.623074, 1.688857], [-2.313663, 1.370796, 0.982094], [-1.715809, 2.571336, 1.193544], [-2.134068, 4.051930, 1.954189], [-0.585253, 4.691766, 1.492385], [0.139910, 3.775591, 0.818074], [-0.519587, 2.582171, 0.656879], [-8.930649, 3.901787, 0.476843], [-8.613200, 3.257267, -1.052008], [-7.563799, 3.409739, 2.402837], [-5.461047, 2.409454, 3.243713], [-4.680798, 0.767688, -0.625449], [-6.780084, 1.752830, -1.475340], [-0.310837, 5.701935, 1.743015], [1.131827, 3.910004, 0.415181]],
  "forces_ev_per_a": [[0.1281, 0.3515, 0.4040], [-0.1232, -0.1458, 0.0094], [-0.0392, 0.0651, 0.1096], [-0.0348, -0.0366, -0.0256], [0.3192, 0.1734, -0.0471], [0.2357, 0.3536, -0.3065], [-0.5052, -0.5903, -0.3400], [0.0049, 0.0893, -0.0790], [-0.0830, -0.0669, 0.0866], [0.0169, 0.0666, 0.1309], [0.1048, 0.0034, 0.1433], [0.0175, -0.0162, -0.0167], [0.0048, -0.0129, -0.0108], [-0.0062, -0.0218, -0.0134], [0.0131, 0.0239, 0.0196], [-0.0298, -0.0322, -0.0417], [0.1004, -0.0753, -0.0613], [-0.0042, 0.0502, 0.0123], [-0.0464, 0.0361, -0.0014], [0.0194, -0.0222, 0.0104], [-0.0017, 0.0038, -0.0018], [-0.0408, 0.0008, 0.0049], [0.0026, -0.0034, 0.0022], [-0.0055, 0.0014, 0.0027], [-0.0037, -0.0014, 0.0005], [-0.0040, -0.0014, -0.0010], [0.0103, -0.0002, -0.0020], [-0.0013, -0.0024, -0.0100], [0.0061, 0.0116, -0.0061], [-0.0016, 0.0003, -0.0031], [-0.0027, 0.0014, 0.0013], [-0.0094, 0.0051, 0.0216], [-0.0112, 0.0192, 0.0398], [0.0069, -0.1474, -0.0348], [-0.0064, 0.0116, 0.0330], [0.0054, -0.0525, 0.0081], [-0.1152, 0.2074, 0.2867], [0.1288, 0.0980, 0.0199], [0.0090, -0.0139, 0.0059], [-0.0502, 0.0021, 0.0108], [0.0383, -0.0085, -0.0590], [-0.0431, 0.0514, -0.0178], [-0.0231, -0.0335, -0.0004], [-0.0101, 0.0051, 0.0083], [0.0024, 0.0132, -0.0020], [0.0166, -0.0130, -0.0063], [-0.0054, 0.0067, -0.0043], [-0.0117, -0.0130, -0.0112], [0.0037, 0.0059, -0.0011], [0.0008, -0.0093, -0.0168], [-0.0163, -0.0015, -0.0017], [-0.0029, 0.0106, 0.0035], [0.0070, -0.0117, -0.0066], [-0.0134, -0.0165, -0.0254], [0.0050, -0.0028, -0.0125], [0.0087, -0.0028, 0.0050], [0.0070, -0.0161, 0.0011], [0.0251, 0.0068, 0.0059], [0.0190, 0.0098, 0.0199], [0.0154, -0.0135, 0.0145], [-0.0116, 0.0008, 0.0030], [-0.0095, -0.0024, 0.0187], [-0.0234, 0.0383, -0.0236], [-0.0332, 0.0143, 0.0223], [0.0713, -0.0005, 0.0028], [0.0262, -0.0193, -0.0014], [-0.0440, 0.0109, -0.0024], [0.0159, -0.0048, -0.0075], [-0.0168, 0.0063, 0.0067], [0.0012, -0.0018, -0.0024], [0.0000, 0.0004, -0.0009], [0.0046, 0.0026, -0.0027], [0.0132, 0.0060, -0.0006], [-0.0061, -0.0106, -0.0160], [0.0019, -0.0215, -0.0077], [-0.0007, -0.0073, -0.0085], [0.0097, 0.0002, 0.0020], [0.0050, 0.0081, 0.0083], [0.0018, -0.0034, -0.0013], [0.0031, -0.0015, -0.0011], [0.0046, -0.0024, 0.0010], [-0.0093, 0.0149, -0.0038], [0.0057, -0.0055, 0.0174], [0.0042, -0.0030, -0.0014], [-0.0022, 0.0117, 0.0440], [0.0495, -0.0350, -0.1118], [-0.0318, 0.0212, 0.0077], [0.0217, -0.0095, -0.0030], [0.1935, 0.0045, 0.0284], [-0.0979, -0.0207, -0.0560], [-0.0894, 0.0373, 0.0613], [-0.0557, 0.0597, 0.1515], [-0.6674, -0.5933, -0.0713], [-0.0435, -0.0324, -0.0390], [0.0601, 0.0086, -0.0155], [-0.0141, 0.0804, 0.0010], [0.6530, 0.1710, -0.2316], [-0.0057, -0.0001, 0.0005], [-0.0058, -0.0008, -0.0068], [0.0003, 0.0008, -0.0008], [-0.0109, 0.0023, -0.0014], [-0.0002, -0.0024, -0.0041], [0.0007, -0.0005, 0.0018], [0.0087, -0.0054, -0.0016], [-0.0074, -0.0167, -0.0087]],
  "lowdin_charge": [1.153, 0.637, -1.481, 0.779, -1.261, -1.237, 0.545, 0.834, 0.572, 1.522, -0.569, -0.132, -0.059, -0.057, -0.057, -0.153, -0.490, -0.141, -0.064, -0.063, -0.068, -0.119, 0.112, 0.114, 0.113, 0.114, 0.081, 0.085, 0.120, 0.113, 0.112, 0.102, -0.106, -0.287, -0.080, 0.549, -0.442, -0.296, -0.085, -0.101, -0.287, -0.095, -0.073, 0.091, 0.084, 0.076, 0.092, 0.038, 0.094, 0.066, 0.091, 0.087, 0.055, 0.092, 0.085, 0.081, 0.091, 0.060, 0.067, 0.072, 0.093, -0.075, -0.257, -0.016, -0.810, 0.623, 0.014, -0.282, -0.074, 0.080, 0.080, 0.068, 0.117, 0.104, 0.111, 0.126, 0.056, 0.110, 0.065, 0.079, 0.076, 0.111, -0.314, -0.022, -0.057, -0.306, -0.061, -0.020, 0.589, -0.318, -0.309, -0.228, -0.737, 1.098, -0.367, -0.190, -0.137, 0.096, 0.095, 0.114, 0.114, 0.081, 0.113, 0.071, 0.119]
}